The following is a quantum chemistry calculation of one molecule with the formula C9H8 in a non-equilibrium geometry, from OMol25.

```
17
Properties=species:S:1:pos:R:3:forces:R:3
C -0.1847 -1.6047 1.8617 -1.23 0.72 -0.73
C 0.2534 -0.7237 0.7284 -1.89 0.45 -1.42
C 0.9141 -0.0729 -0.1948 1.58 -1.30 0.06
C 2.2944 0.1806 -0.7357 1.67 -0.87 -0.11
C -0.5133 0.1211 -0.3371 -0.34 0.73 -0.10
C -1.2201 1.4369 -0.1375 -0.18 1.85 1.42
C -2.0188 1.2220 -1.3203 -1.23 -1.98 -1.69
C -2.4909 0.4377 -2.3842 -2.10 1.11 -1.90
C -1.5111 -0.1501 -1.6707 3.19 0.04 3.89
H 0.4745 -1.6238 2.6949 0.45 0.52 0.86
H -0.2083 -2.6197 1.5586 0.14 -1.13 -0.78
H -1.2666 -1.4287 2.1330 1.34 0.34 -0.01
H 2.5261 -0.1578 -1.8194 -0.83 -0.11 1.85
H 3.0830 -0.2885 0.0038 -1.55 0.85 -1.62
H 2.5354 1.2363 -0.8381 -0.22 0.28 0.45
H -0.7848 2.4682 -0.3121 0.49 -1.25 0.65
H -1.8822 1.5670 0.7695 0.70 -0.27 -0.82
```
Positions in Å, forces in eV/Å.

- SMILES = CC1=C(C)C12CC1=C=C12
- 2S+1 = 1
- relative energy (zero: lowest compared OMol25 entry of this formula, charge and spin) (kcal/mol) = 196.5
- energy (a.u.) = -347.38650

Atomic partial charges in e from the Mulliken method, atoms 1 to 4: atom 1 (C): -1.217, atom 2 (C): 0.347, atom 3 (C): 0.103, atom 4 (C): -1.097